Entry A
Entry from the Open Molecules 2025 dataset: a 2-piece molecular cluster, CH5S3 overall (ωB97M-V/def2-TZVPD).

Each line ends with the Löwdin charge.
Cartesian coordinates (Å):
1 S -2.7059 0.1707 -0.8634  0.30
2 H -3.5038 0.6056 0.1126  -0.29
3 C 2.1597 0.8311 1.4470  -0.56
4 S 1.6006 0.3791 -0.2375  0.13
5 S 0.1997 -1.0878 0.2146  -0.20
6 H 1.6437 0.1193 2.0855  -0.03
7 H 1.9795 1.8457 1.8180  0.01
8 H 3.2454 0.6765 1.5463  0.00
9 H -1.7584 -0.3357 0.0594  -0.35

* HOMO-LUMO gap: 6.10 eV
* charge: -1
* spin multiplicity: 1
* E_HOMO: -2.514 eV

Entry B
Entry from the Open Molecules 2025 dataset: a 2-piece molecular cluster, CH5S3 overall (ωB97M-V/def2-TZVPD).

Each line ends with the Löwdin charge.
Cartesian coordinates (Å):
1 C 0.3363 -1.5253 1.1047  -0.54
2 S -0.3122 -1.7422 -0.5982  0.12
3 S -0.0882 0.1351 -1.4535  -0.19
4 H 0.8314 -2.4420 1.4088  0.00
5 H -0.4825 -1.2880 1.7825  0.01
6 H 1.0831 -0.7393 1.0507  -0.01
7 H 0.0802 1.2494 0.1278  -0.35
8 S 0.1016 2.1638 1.2950  0.24
9 H -0.1809 3.2413 0.5539  -0.28

* HOMO-LUMO gap: 6.23 eV
* charge: -1
* spin multiplicity: 1
* E_HOMO: -2.676 eV

Short version: entry B is the most stable of them.

Entry A
Entry from the Open Molecules 2025 dataset: an isolated ion of composition C8H14NO and charge +1 (ωB97M-V/def2-TZVPD).

Each line ends with the Löwdin charge.
Cartesian coordinates (Å):
1 C -0.6087 -2.5178 1.5018  0.27
2 C -0.8996 -1.3842 1.1929  -0.05
3 C 1.3108 0.3429 1.1375  -0.06
4 C 1.3446 0.1778 -0.4717  -0.30
5 C -0.9014 0.0124 1.1789  -0.31
6 C 2.1434 1.1948 -1.2391  -0.01
7 C -2.2277 0.7720 1.0060  0.03
8 C -0.7836 -0.8166 -1.5793  -0.03
9 N -0.0434 0.1979 -0.7805  -0.06
10 O 0.0421 0.8720 1.4951  0.01
11 H -0.4552 -3.5473 1.5281  0.06
12 H 1.3831 -0.6562 1.5447  0.11
13 H 2.1055 0.9239 1.6135  0.15
14 H 1.7742 -0.8541 -0.5310  0.17
15 H 1.6574 1.4666 -2.2004  0.11
16 H 3.0991 0.9517 -1.5323  0.07
17 H 2.1622 2.0516 -0.6837  0.06
18 H -3.0840 0.2023 0.5160  0.13
19 H -1.9442 1.7802 0.6025  0.12
20 H -2.7211 0.9971 1.9521  0.10
21 H -1.7937 -0.5906 -1.2972  0.07
22 H -0.7010 -0.8596 -2.6856  0.11
23 H -0.5838 -1.8722 -1.1837  0.11
24 H -0.2749 1.1557 -1.0848  0.16

* HOMO-LUMO gap (alpha / beta): 9.41 / 9.41 eV
* charge: +1
* spin multiplicity: 1
* E_HOMO (alpha / beta): -14.152 / -14.151 eV

Entry B
Entry from the Open Molecules 2025 dataset: an isolated ion of composition C8H14NO and charge +1 (ωB97M-V/def2-TZVPD).

Each line ends with the Löwdin charge.
Cartesian coordinates (Å):
1 C -1.3276 2.3025 0.6968  -0.01
2 C -0.6673 1.0576 0.1747  -0.23
3 C -0.7811 -0.2138 0.6406  -0.13
4 C -1.1749 -0.5712 2.0238  -0.01
5 C 0.0390 -1.2039 -0.2134  -0.33
6 C -0.3161 -2.4946 -0.8602  0.03
7 O 0.7828 -2.3169 0.0595  0.06
8 N 0.8279 -0.2206 -1.0652  -0.06
9 C 2.2544 -0.1418 -0.7504  0.00
10 C 0.1968 1.1203 -1.0357  -0.05
11 H -1.5803 2.8804 -0.1999  0.09
12 H -0.5334 2.8310 1.2231  0.10
13 H -2.2764 2.2304 1.3484  0.13
14 H -0.3417 -0.2153 2.6434  0.11
15 H -1.3259 -1.6533 2.1987  0.10
16 H -2.0437 0.0605 2.1688  0.08
17 H -1.2998 -3.0214 -0.5994  0.17
18 H -0.0955 -2.6765 -1.8315  0.08
19 H 1.0073 -0.6405 -1.9680  0.18
20 H 2.5581 -1.1933 -0.5822  0.12
21 H 2.9221 0.3512 -1.5273  0.14
22 H 2.4315 0.4597 0.1747  0.13
23 H -0.3290 1.5265 -1.9323  0.17
24 H 1.0725 1.7430 -0.7872  0.14

* HOMO-LUMO gap: 10.24 eV
* charge: +1
* spin multiplicity: 1
* E_HOMO: -13.134 eV
* structure (SMILES): CC1=C(C)[C@@]2(CO2)[N@H+](C)C1

Short version: entry B is the most stable of them.

Entry A
Entry from the Open Molecules 2025 dataset: C16H19B11Br6N5SScSe as an isolated structure (ωB97M-V/def2-TZVPD).

Each line ends with the Löwdin charge.
Cartesian coordinates (Å):
1 Sc 0.8281 -0.6727 0.5410  0.76
2 Br -0.5849 -2.9050 1.4119  0.89
3 B -1.4257 -2.4537 3.2066  -0.76
4 B -2.6780 -3.3868 4.0699  -0.20
5 C -3.5129 -2.2013 4.9657  0.08
6 B -3.0422 -1.7442 3.3973  -0.21
7 B -2.9859 -0.5837 4.7808  -0.18
8 B -2.6254 -1.5150 6.2418  -0.20
9 B -2.4416 -3.2173 5.8134  -0.20
10 B -0.9888 -3.3843 4.6940  -0.84
11 Br 0.1657 -4.9434 4.6183  0.96
12 B -0.9617 -2.2191 6.1219  -0.75
13 Br 0.1728 -2.4760 7.6649  1.22
14 B -1.2992 -0.5381 5.4038  -0.83
15 Br -0.4972 1.0737 6.1292  0.97
16 B -1.6174 -0.7385 3.6217  -0.76
17 Br -0.9880 0.6088 2.2484  0.90
18 B -0.3341 -1.7027 4.3988  -0.86
19 Br 1.5102 -1.3224 3.7616  0.89
20 H -3.2128 -4.3305 3.6495  0.17
21 H -4.5680 -2.3696 5.1275  0.21
22 H -3.8256 -1.5973 2.5485  0.17
23 H -3.7306 0.3106 4.8255  0.18
24 H -3.1295 -1.2270 7.2510  0.18
25 H -2.8242 -4.0546 6.5287  0.18
26 C -3.6610 -2.2215 -2.4769  0.03
27 N -2.2747 -2.5087 -2.7072  -0.07
28 C -1.7942 -3.4826 -3.5237  0.11
29 C -0.4382 -3.3687 -3.5714  0.10
30 N -0.0767 -2.3141 -2.7619  0.04
31 C -1.2358 -1.8033 -2.2172  -0.60
32 S -1.3874 -0.5271 -1.1114  0.89
33 C 1.1502 -1.6149 -2.8263  -0.23
34 C 1.8869 -1.6624 -4.0115  0.06
35 C 2.9474 -0.7900 -4.1880  0.05
36 C 3.1978 0.1452 -3.1907  0.03
37 C 2.4696 0.0823 -2.0211  -0.10
38 N 1.4784 -0.8123 -1.7894  -0.01
39 H -4.2268 -3.1442 -2.3620  0.13
40 H -4.0774 -1.6815 -3.3316  0.14
41 H -3.7704 -1.6038 -1.5878  0.08
42 H -2.4354 -4.1806 -4.0300  0.18
43 H 0.2617 -3.9830 -4.1029  0.17
44 H 1.6111 -2.3286 -4.8138  0.13
45 H 3.5320 -0.8026 -5.0983  0.15
46 H 3.9455 0.9111 -3.3246  0.14
47 H 2.6696 0.8040 -1.2333  0.11
48 Se 4.2930 -1.9581 0.9036  1.28
49 N 2.9469 -0.6829 0.9291  -0.42
50 C 3.4861 0.4392 1.4734  -0.40
51 C 2.8240 1.6632 1.6775  -0.05
52 C 3.5190 2.6999 2.2617  0.01
53 C 4.8660 2.5608 2.6592  0.00
54 C 5.5490 1.3853 2.4672  0.06
55 C 4.8684 0.3072 1.8624  -0.33
56 N 5.3851 -0.8875 1.6164  -0.20
57 H 1.7835 1.8023 1.3420  0.09
58 H 3.0294 3.6502 2.4244  0.14
59 H 5.3680 3.4021 3.1153  0.14
60 H 6.5817 1.2585 2.7486  0.15

* HOMO-LUMO gap (alpha / beta): 4.11 / 4.56 eV
* charge: +4
* spin multiplicity: 1
* E_HOMO (alpha / beta): -19.296 / -19.197 eV

Entry B
Entry from the Open Molecules 2025 dataset: C16H19B11Br6N5SScSe as an isolated structure (ωB97M-V/def2-TZVPD).

Each line ends with the Löwdin charge.
Cartesian coordinates (Å):
1 Sc -0.3133 0.1925 -0.0435  0.70
2 Br -1.2773 -0.4391 2.6126  1.01
3 B -0.8480 -2.3696 2.7182  -0.81
4 B -1.2942 -3.5029 4.0172  -0.18
5 C -1.3939 -4.9813 3.1830  0.09
6 B -2.0150 -3.6356 2.3750  -0.19
7 B -1.1384 -4.9561 1.5069  -0.19
8 B 0.0843 -5.6035 2.6076  -0.19
9 B -0.0172 -4.7191 4.1374  -0.19
10 B 0.3885 -2.9594 3.8533  -0.89
11 Br 1.2196 -1.8273 5.1212  1.04
12 B 1.2741 -4.3157 2.9670  -0.84
13 Br 3.0759 -4.7308 3.3271  1.28
14 B 0.5596 -4.4506 1.2924  -0.88
15 Br 1.5950 -4.8742 -0.2587  0.98
16 B -0.7513 -3.2668 1.2174  -0.80
17 Br -1.1378 -2.3270 -0.5081  0.96
18 B 0.7167 -2.8445 2.0961  -0.92
19 Br 1.8379 -1.4225 1.3637  0.95
20 H -1.9706 -3.2573 4.9495  0.19
21 H -2.1151 -5.6984 3.5539  0.21
22 H -3.1735 -3.4802 2.2158  0.18
23 H -1.7262 -5.6613 0.7677  0.19
24 H 0.3301 -6.7553 2.5991  0.19
25 H 0.1570 -5.2633 5.1675  0.19
26 C 0.3566 1.6219 -5.3415  0.07
27 N -0.0889 2.4121 -4.1592  -0.05
28 C -0.0236 3.7401 -4.0648  0.10
29 C -0.5899 4.1046 -2.8391  0.09
30 N -0.9816 2.9742 -2.2237  0.03
31 C -0.6649 1.8851 -3.0218  -0.64
32 S -0.9186 0.2860 -2.7371  0.91
33 C -1.8990 2.9626 -1.0995  -0.23
34 C -2.9071 3.8935 -1.1198  0.06
35 C -3.8209 3.9138 -0.0677  0.06
36 C -3.6922 2.9744 0.9333  0.04
37 C -2.6576 2.0581 0.8538  -0.10
38 N -1.7402 2.0328 -0.1391  0.01
39 H 1.0482 2.2393 -5.9071  0.12
40 H -0.5165 1.3777 -5.9430  0.13
41 H 0.8507 0.7189 -4.9960  0.09
42 H 0.4046 4.3630 -4.8380  0.18
43 H -0.7311 5.0868 -2.4134  0.17
44 H -3.0132 4.5783 -1.9507  0.15
45 H -4.6246 4.6401 -0.0579  0.15
46 H -4.3810 2.9300 1.7662  0.15
47 H -2.5666 1.3092 1.6161  0.01
48 Se 2.4726 -0.7505 -2.0596  1.21
49 N 1.5695 0.4835 -1.0445  -0.46
50 C 2.3082 1.6044 -1.0182  -0.35
51 C 2.0227 2.7931 -0.2929  -0.04
52 C 2.9230 3.8164 -0.3589  0.00
53 C 4.1215 3.7517 -1.1479  0.00
54 C 4.4248 2.6457 -1.8649  0.04
55 C 3.5180 1.5372 -1.8098  -0.33
56 N 3.7167 0.4017 -2.4535  -0.16
57 H 1.1508 2.8826 0.3489  0.10
58 H 2.7427 4.7162 0.2175  0.14
59 H 4.7930 4.6001 -1.1485  0.14
60 H 5.3271 2.5646 -2.4569  0.15

* HOMO-LUMO gap (alpha / beta): 4.68 / 4.54 eV
* charge: +4
* spin multiplicity: 1
* E_HOMO (alpha / beta): -19.451 / -19.556 eV

Short version: entry B is the most stable of them.